No. 1
Entry from OMol25: one molecule with the formula C16H20ClN3O4 (the ωB97M-V functional and the def2-TZVPD basis).

**SMILES string**: CC(C)[C@@H](NC(=O)c1ccc([N+](=O)[O-])cc1Cl)C(=O)N1CCCC1
**LUMO level**: -0.7 eV
**Relative energy (zero: lowest compared OMol25 entry of this formula, charge and spin)**: 70.4 kcal per mole

Element x y z (Å)
C -0.918572 -2.708603 -0.254895
C -1.374308 -1.687426 0.785188
C -0.921386 -2.096712 2.183621
C -0.841398 -0.274116 0.446294
N 0.579510 -0.293593 0.188003
C 1.469299 0.271732 1.026401
O 1.193522 0.690167 2.130703
C 2.873705 0.273627 0.484094
C 3.441076 -0.911869 0.025663
C 4.747548 -0.946799 -0.420263
C 5.490580 0.227191 -0.410022
N 6.860384 0.204854 -0.875204
O 7.475751 1.246604 -0.858935
O 7.303610 -0.857284 -1.251917
C 4.949251 1.424451 0.034974
C 3.639000 1.442066 0.486243
Cl 2.954552 2.923408 1.019435
C -1.515581 0.249135 -0.823794
O -0.969658 0.115255 -1.909447
N -2.718365 0.820916 -0.696680
C -3.450700 1.111357 0.521668
C -4.582064 2.031161 0.061336
C -4.842241 1.562197 -1.368464
C -3.435388 1.280410 -1.879345
H -1.132002 -2.358236 -1.261743
H -1.434178 -3.653415 -0.100688
H 0.150468 -2.887033 -0.168915
H -2.468399 -1.638818 0.768647
H -1.277998 -3.097039 2.417389
H -1.305258 -1.407597 2.931803
H 0.163780 -2.092059 2.247141
H -1.009975 0.390381 1.298920
H 0.809712 -0.454819 -0.785608
H 2.851507 -1.815736 0.034203
H 5.201521 -1.859431 -0.773798
H 5.548728 2.321635 0.026859
H -3.854350 0.188487 0.954170
H -2.810322 1.589923 1.265756
H -4.242103 3.067044 0.056325
H -5.458584 1.954567 0.700675
H -5.432671 0.645385 -1.361910
H -5.358331 2.306819 -1.969382
H -2.959066 2.186807 -2.268545
H -3.390608 0.514992 -2.655976

Cartesian forces (eV/Å) of the 2 atoms listed first:
C -0.3 0.1 0.1
C 0.1 0.0 0.1

Charges per atom according to natural (NBO) partitioning, unit e: atom 1 (C): -0.62, atom 2 (C): -0.20, atom 3 (C): -0.60, atom 4 (C): -0.15, atom 5 (N): -0.62, atom 6 (C): 0.67, atom 7 (O): -0.60, atom 8 (C): -0.14, atom 9 (C): -0.14, atom 10 (C): -0.19, atom 11 (C): 0.03, atom 12 (N): 0.53, atom 13 (O): -0.37, atom 14 (O): -0.37, atom 15 (C): -0.20, atom 16 (C): -0.01, atom 17 (Cl): 0.05, atom 18 (C): 0.69, atom 19 (O): -0.65, atom 20 (N): -0.43, atom 21 (C): -0.21, atom 22 (C): -0.41, atom 23 (C): -0.41, atom 24 (C): -0.21, atom 25 (H): 0.23, atom 26 (H): 0.21, atom 27 (H): 0.20, atom 28 (H): 0.20, atom 29 (H): 0.21, atom 30 (H): 0.21, atom 31 (H): 0.21, atom 32 (H): 0.24, atom 33 (H): 0.43, atom 34 (H): 0.22, atom 35 (H): 0.25, atom 36 (H): 0.26, atom 37 (H): 0.19, atom 38 (H): 0.21, atom 39 (H): 0.21, atom 40 (H): 0.22, atom 41 (H): 0.20, atom 42 (H): 0.22, atom 43 (H): 0.20, atom 44 (H): 0.22

***

No. 2
Entry from OMol25: one molecule with the formula C2H4N2O4S (the ωB97M-V functional and the def2-TZVPD basis).

**SMILES string**: O=S1(=O)NC/C(=N/O)O1
**LUMO level**: -0.1 eV
**Relative energy (zero: lowest compared OMol25 entry of this formula, charge and spin)**: 57.6 kcal per mole

Element x y z (Å)
O 0.126519 -3.179929 1.367687
S -0.549423 -1.966825 1.449498
O -1.721444 -1.858949 2.188852
N 0.007986 -0.266008 1.952391
C 0.308778 0.655345 0.983953
C -0.372403 0.079421 -0.315255
N -0.471530 0.960463 -1.291248
O -1.291553 0.990575 -2.388144
O -0.571605 -1.275852 -0.210089
H -0.966662 -0.136462 2.176431
H 1.432775 0.837092 0.743473
H 0.025408 1.639942 1.168753
H -1.412715 0.152945 -2.812198

Cartesian forces (eV/Å) of the 2 atoms listed first:
O 1.4 -0.9 -0.4
S 2.0 6.3 -2.4

Charges per atom according to natural (NBO) partitioning, unit e: atom 1 (O): -0.82, atom 2 (S): 2.39, atom 3 (O): -0.89, atom 4 (N): -0.74, atom 5 (C): -0.30, atom 6 (C): 0.45, atom 7 (N): -0.18, atom 8 (O): -0.53, atom 9 (O): -0.69, atom 10 (H): 0.38, atom 11 (H): 0.21, atom 12 (H): 0.25, atom 13 (H): 0.46

***

No. 3
Entry from OMol25: one molecule with the formula C6H16O8S2Si (the ωB97M-V functional and the def2-TZVPD basis).

**SMILES string**: O=S(=O)(O)SC[C@H](O)COCCC[Si](O)(O)O
**LUMO level**: -0.7 eV
**Relative energy (zero: lowest compared OMol25 entry of this formula, charge and spin)**: 0.0 kcal per mole

Element x y z (Å)
O -1.716994 0.407434 1.025732
S -1.558362 1.930287 1.089884
O -0.732187 2.438632 2.246839
O -2.950134 2.677459 1.014250
S -0.650646 2.338843 -0.815686
C -1.491637 1.117126 -1.766829
C -0.695665 0.891965 -3.066539
O -1.482998 0.155153 -3.982300
C 0.664133 0.221878 -2.804128
O 0.453456 -1.060874 -2.282133
C 1.305174 -1.465411 -1.204792
C 0.679378 -1.154434 0.143022
C 1.706800 -1.374894 1.253728
Si 1.012659 -0.999930 2.958197
O 1.920289 -1.904845 4.089161
O 1.273722 0.606020 3.210149
O -0.635987 -1.244429 2.898741
H -3.326543 2.665792 1.906804
H -2.513686 1.352535 -2.025697
H -1.536725 0.197302 -1.177175
H -0.633634 1.855047 -3.542152
H -1.308444 -0.796598 -3.822160
H 1.243732 0.047066 -3.708212
H 1.268896 0.815730 -2.147532
H 2.292766 -0.978947 -1.360090
H 1.491647 -2.538784 -1.243856
H -0.202035 -1.748500 0.281812
H 0.311841 -0.125687 0.141958
H 2.073671 -2.416664 1.258064
H 2.603626 -0.774298 1.110652
H 1.723542 -1.695599 5.008913
H 0.544254 1.184743 2.943178
H -1.133907 -0.623119 2.368199

Cartesian forces (eV/Å) of the 2 atoms listed first:
O -0.6 4.8 0.7
S 3.0 -3.6 1.0

Charges per atom according to natural (NBO) partitioning, unit e: atom 1 (O): -0.94, atom 2 (S): 2.09, atom 3 (O): -0.90, atom 4 (O): -0.84, atom 5 (S): 0.13, atom 6 (C): -0.60, atom 7 (C): 0.08, atom 8 (O): -0.70, atom 9 (C): -0.09, atom 10 (O): -0.57, atom 11 (C): -0.05, atom 12 (C): -0.43, atom 13 (C): -0.94, atom 14 (Si): 2.26, atom 15 (O): -1.08, atom 16 (O): -1.12, atom 17 (O): -1.12, atom 18 (H): 0.52, atom 19 (H): 0.24, atom 20 (H): 0.27, atom 21 (H): 0.18, atom 22 (H): 0.48, atom 23 (H): 0.19, atom 24 (H): 0.18, atom 25 (H): 0.16, atom 26 (H): 0.19, atom 27 (H): 0.22, atom 28 (H): 0.20, atom 29 (H): 0.23, atom 30 (H): 0.23, atom 31 (H): 0.50, atom 32 (H): 0.51, atom 33 (H): 0.51

***

No. 4
Entry from OMol25: C35H37FN6O6S2Zr as an isolated structure (the ωB97M-V functional and the def2-TZVPD basis).

**Total charge**: +2
**LUMO level**: -4.5 eV
**Relative energy (zero: lowest compared OMol25 entry of this formula, charge and spin)**: 87.6 kcal per mole

Element x y z (Å)
Zr -2.389141 1.703464 -1.228173
C -1.063441 -0.156636 -0.078673
C -1.755941 0.269964 1.207727
C -1.973741 -0.393536 2.423127
C -2.854941 0.159364 3.325527
C -3.533441 1.363464 3.038227
C -4.484741 1.985464 3.867727
C -5.073641 3.161564 3.465627
C -4.776841 3.761564 2.235427
C -3.859641 3.183964 1.375527
S -3.419041 3.839564 -0.181673
C -3.226641 1.980064 1.794527
N -2.356641 1.419664 0.944927
H -0.622141 -2.187936 0.247027
H -0.694241 0.524764 -2.050073
H -1.926841 -0.564436 -0.656773
H -1.462341 -1.316236 2.647127
H -3.048141 -0.345336 4.259427
H -4.745341 1.521364 4.805027
H -5.794641 3.646664 4.107027
H -5.262341 4.682164 1.953027
F 2.406659 0.177864 3.687827
C 2.359959 -0.651236 2.616027
C 1.370159 -0.404236 1.679127
C 1.199759 -1.251036 0.607727
C -0.080841 -1.318036 -0.171373
O -0.606341 1.041464 -0.695673
C 0.223659 -1.656136 -1.626973
C 1.233759 -2.527536 -1.827673
N 2.095159 -2.945236 -0.848573
C 2.993559 -4.034536 -1.104873
C 3.645859 -4.211236 -2.443573
C 4.471459 -3.804036 -1.264473
C 2.160359 -2.247936 0.351127
C 3.134059 -2.487736 1.316327
C 3.200559 -1.754936 2.506927
N 4.106359 -2.186436 3.504227
C 3.979059 -3.569936 3.937027
C 5.385059 -4.077636 4.312127
N 6.212759 -2.883836 4.622427
C 5.461959 -1.956036 5.500227
C 4.331159 -1.335136 4.663527
C -0.585541 -1.253636 -2.812073
O -0.708741 -1.956336 -3.778473
O -1.187441 -0.019036 -2.783873
H 0.706359 0.431364 1.839527
H 1.402059 -2.925236 -2.816873
H 2.691859 -4.942236 -0.587773
H 3.483159 -3.476636 -3.215873
H 3.720259 -5.220236 -2.817273
H 4.825059 -2.785136 -1.234873
H 5.149459 -4.523236 -0.832573
H 3.846259 -3.278836 1.159627
H 3.553759 -4.182636 3.144127
H 3.307159 -3.640936 4.805127
H 5.848959 -4.622836 3.488727
H 5.343959 -4.734036 5.183627
H 6.375459 -2.385036 3.735927
H 7.112159 -3.152336 5.030727
H 6.125459 -1.182836 5.884427
H 5.064259 -2.519736 6.344227
H 4.620759 -0.345336 4.310827
H 3.434759 -1.236436 5.290427
N -6.375041 0.203964 0.003527
N -5.976741 1.032864 -1.053273
C -4.692541 1.052364 -1.421973
O -4.250641 1.842564 -2.311873
O -3.847541 0.316164 -0.818773
H -7.091941 -0.448136 -0.302973
H -6.720341 0.750564 0.789327
H -6.640441 1.624664 -1.544373
C -2.004041 5.514264 -3.059273
S -2.518441 3.811964 -3.456473
O -1.598141 2.966964 -2.550673
C -1.727841 3.638064 -5.064873
C -2.483341 3.097664 -6.096973
C -1.898441 2.913464 -7.339373
C -0.574841 3.270964 -7.543473
C 0.173559 3.802864 -6.504673
C -0.397441 3.976064 -5.256273
H -0.923541 5.570964 -2.997573
H -2.441541 5.766064 -2.095473
H -2.375441 6.175664 -3.835273
H -3.515941 2.831764 -5.923073
H -2.476441 2.493964 -8.147873
H -0.125141 3.140164 -8.515973
H 1.200659 4.086964 -6.673073
H 0.191859 4.363164 -4.440073

Cartesian forces (eV/Å) of the 2 atoms listed first:
Zr -0.7 1.4 1.2
C 0.2 -0.6 0.5

Charges per atom according to Löwdin partitioning, unit e: atom 1 (Zr): 1.69, atom 2 (C): -0.33, atom 3 (C): -0.19, atom 4 (C): 0.03, atom 5 (C): 0.04, atom 6 (C): -0.13, atom 7 (C): -0.02, atom 8 (C): -0.05, atom 9 (C): -0.08, atom 10 (C): -0.58, atom 11 (S): 0.69, atom 12 (C): -0.22, atom 13 (N): -0.02, atom 14 (H): 0.18, atom 15 (H): 0.02, atom 16 (H): 0.13, atom 17 (H): 0.12, atom 18 (H): 0.13, atom 19 (H): 0.12, atom 20 (H): 0.11, atom 21 (H): 0.11, atom 22 (F): 0.06, atom 23 (C): -0.18, atom 24 (C): 0.07, atom 25 (C): -0.08, atom 26 (C): -0.13, atom 27 (O): -0.29, atom 28 (C): -0.05, atom 29 (C): 0.03, atom 30 (N): 0.00, atom 31 (C): -0.26, atom 32 (C): -0.08, atom 33 (C): -0.10, atom 34 (C): -0.12, atom 35 (C): 0.06, atom 36 (C): -0.15, atom 37 (N): -0.11, atom 38 (C): -0.12, atom 39 (C): -0.08, atom 40 (N): 0.05, atom 41 (C): -0.08, atom 42 (C): -0.14, atom 43 (C): -0.45, atom 44 (O): 0.14, atom 45 (O): -0.01, atom 46 (H): 0.13, atom 47 (H): 0.14, atom 48 (H): 0.16, atom 49 (H): 0.11, atom 50 (H): 0.11, atom 51 (H): 0.11, atom 52 (H): 0.10, atom 53 (H): 0.11, atom 54 (H): 0.13, atom 55 (H): 0.14, atom 56 (H): 0.14, atom 57 (H): 0.14, atom 58 (H): 0.19, atom 59 (H): 0.20, atom 60 (H): 0.14, atom 61 (H): 0.14, atom 62 (H): 0.14, atom 63 (H): 0.14, atom 64 (N): 0.07, atom 65 (N): 0.04, atom 66 (C): -0.72, atom 67 (O): -0.17, atom 68 (O): -0.11, atom 69 (H): 0.10, atom 70 (H): 0.10, atom 71 (H): 0.17, atom 72 (C): -0.18, atom 73 (S): 1.04, atom 74 (O): -0.65, atom 75 (C): -0.37, atom 76 (C): -0.07, atom 77 (C): -0.05, atom 78 (C): -0.05, atom 79 (C): -0.05, atom 80 (C): -0.07, atom 81 (H): 0.06, atom 82 (H): 0.03, atom 83 (H): 0.08, atom 84 (H): 0.12, atom 85 (H): 0.12, atom 86 (H): 0.12, atom 87 (H): 0.12, atom 88 (H): 0.11

***

- Which value of relative energy (zero: lowest compared OMol25 entry of this formula, charge and spin) does entry 1 give?
  70.4 kcal per mole

***

- Which formula does entry 4 have?
  C35H37FN6O6S2Zr

***

- Which value of relative energy (zero: lowest compared OMol25 entry of this formula, charge and spin) does entry 1 give?
  70.4 kcal per mole

***

- LUMO level of number 4 (C35H37FN6O6S2Zr)?
  -4.5 eV